No. 1
This record from the Open Molecules 2025 dataset describes a cluster of 19 separate species, C40H125N31O19 in total. The level of theory is wB97M-V/def2-TZVPD.

ORCA input file:
```
! wB97M-V def2-TZVPD RIJCOSX def2/J DEFGRID3
* xyz 0 1
C 4.023 -2.198 0.945
C 4.654 -3.569 1.176
C 4.523 -4.565 -0.055
O 3.150 -4.912 -0.258
C 2.921 -5.713 -1.355
N 6.056 -3.347 1.463
H 4.684 -1.706 0.246
H 3.881 -1.595 1.852
H 3.059 -2.275 0.478
H 4.183 -3.991 2.035
H 5.036 -5.508 0.089
H 4.874 -4.087 -0.915
H 3.812 -5.846 -1.900
H 2.176 -5.232 -1.933
H 2.569 -6.725 -1.124
H 6.647 -4.133 1.028
H 6.353 -2.487 0.946
C 0.603 -0.603 -1.646
C -0.327 -0.373 -0.516
C -0.577 1.171 -0.237
O -1.346 1.436 0.954
C -0.577 1.209 2.216
N -1.628 -0.971 -0.742
H 0.266 -0.144 -2.554
H 0.722 -1.655 -1.850
H 1.631 -0.230 -1.544
H 0.002 -0.896 0.415
H -1.196 1.508 -1.076
H 0.416 1.712 -0.245
H -1.354 0.981 3.043
H 0.033 2.126 2.427
H 0.166 0.281 2.158
H -2.108 -1.044 0.162
H -2.271 -0.468 -1.315
C -3.918 0.109 -3.391
C -3.653 0.214 -4.885
C -2.155 -0.094 -5.035
O -1.633 -0.199 -6.429
C -1.654 1.014 -7.059
N -4.566 -0.610 -5.720
H -3.282 0.755 -2.813
H -3.868 -0.900 -3.053
H -4.867 0.537 -3.151
H -3.772 1.285 -5.139
H -1.926 -1.119 -4.683
H -1.464 0.486 -4.426
H -2.706 1.393 -7.245
H -1.132 0.898 -8.036
H -1.052 1.789 -6.618
H -4.762 -0.218 -6.636
H -4.295 -1.599 -5.843
C 5.654 -2.479 -2.953
C 5.769 -1.073 -3.660
C 5.416 0.108 -2.768
O 6.206 0.028 -1.608
C 6.406 1.261 -0.941
N 7.084 -0.797 -4.146
H 6.403 -2.553 -2.139
H 5.900 -3.196 -3.716
H 4.582 -2.578 -2.564
H 4.966 -1.013 -4.447
H 4.328 0.071 -2.614
H 5.593 0.982 -3.380
H 6.271 2.102 -1.652
H 7.390 1.215 -0.491
H 5.739 1.300 -0.028
H 7.752 -0.692 -3.383
H 7.419 -1.645 -4.619
C -2.462 5.208 2.585
C -1.895 5.564 1.253
C -0.425 6.096 1.378
O -0.012 6.399 0.037
C 1.366 6.666 0.055
N -1.914 4.396 0.325
H -3.474 4.754 2.524
H -2.521 6.132 3.178
H -1.856 4.487 3.204
H -2.430 6.394 0.683
H 0.231 5.277 1.715
H -0.307 7.127 1.991
H 1.943 5.877 0.584
H 1.598 7.622 0.613
H 1.750 6.749 -0.979
H -1.183 4.611 -0.350
H -1.564 3.517 0.848
C 0.505 4.648 -2.265
C 0.869 4.108 -3.602
C 1.958 3.128 -3.492
O 2.428 2.636 -4.759
C 3.704 3.168 -5.133
N -0.282 3.570 -4.318
H -0.208 5.469 -2.361
H 1.281 4.945 -1.651
H -0.009 3.804 -1.822
H 1.344 4.874 -4.231
H 1.698 2.243 -2.898
H 2.852 3.578 -2.944
H 3.775 2.857 -6.174
H 4.578 2.713 -4.644
H 3.731 4.250 -5.155
H -0.407 3.961 -5.265
H -1.119 3.814 -3.791
C -0.553 -4.293 -3.412
C -2.029 -3.772 -3.292
C -2.770 -4.480 -4.463
O -4.137 -4.060 -4.409
C -4.837 -5.072 -5.025
N -2.668 -4.161 -1.998
H -0.529 -5.389 -3.249
H 0.010 -3.811 -2.620
H -0.153 -4.254 -4.412
H -2.022 -2.708 -3.447
H -2.685 -5.556 -4.244
H -2.359 -4.250 -5.458
H -4.543 -6.096 -4.729
H -4.605 -5.072 -6.111
H -5.878 -4.867 -4.930
H -3.649 -4.040 -2.258
H -2.584 -3.411 -1.322
C -4.034 3.606 5.196
O -5.063 3.197 4.677
N -2.993 2.748 5.301
N -3.989 4.792 5.874
H -3.151 1.850 4.866
H -2.033 3.053 5.277
H -3.143 5.228 6.089
H -4.853 5.249 5.818
C 5.463 -2.970 5.595
O 4.978 -2.608 6.693
N 6.067 -4.218 5.468
N 5.521 -2.270 4.508
H 6.522 -4.348 4.651
H 6.445 -4.767 6.219
H 4.967 -1.373 4.482
H 5.882 -2.596 3.635
C 1.924 -1.665 -5.792
O 3.076 -2.043 -5.635
N 1.099 -2.273 -6.600
N 1.388 -0.570 -5.105
H 1.385 -3.072 -7.216
H 0.293 -1.843 -7.013
H 2.052 0.120 -4.915
H 0.473 -0.194 -5.348
C 2.084 -1.154 4.605
O 2.449 -0.549 3.597
N 1.077 -2.081 4.471
N 2.509 -0.744 5.873
H 0.898 -2.466 3.552
H 0.751 -2.546 5.310
H 3.286 -0.088 5.693
H 2.875 -1.540 6.468
C -0.663 -3.508 1.118
O -0.076 -2.714 1.931
N 0.045 -4.289 0.277
N -1.991 -3.671 1.073
H -0.443 -4.875 -0.417
H 1.056 -4.201 0.157
H -2.488 -4.227 0.395
H -2.588 -3.217 1.760
C 2.566 2.474 1.199
O 2.390 3.513 0.563
N 2.550 2.403 2.582
N 2.928 1.257 0.593
H 1.994 3.129 2.942
H 2.473 1.510 2.992
H 2.520 1.101 -0.322
H 3.024 0.422 1.203
C -2.867 -1.135 4.374
O -2.009 -1.454 5.180
N -3.993 -0.331 4.716
N -2.753 -1.337 3.020
H -4.428 -0.277 5.605
H -4.620 0.091 4.041
H -1.815 -1.638 2.609
H -3.532 -1.026 2.437
C 0.215 3.010 6.008
O -0.215 3.813 5.196
N 0.259 3.291 7.358
N 0.639 1.707 5.675
H -0.069 4.195 7.589
H 0.569 2.650 8.069
H 1.199 1.202 6.337
H 0.652 1.480 4.681
C -4.808 0.832 1.681
O -5.478 0.003 2.334
N -4.241 1.981 2.153
N -4.562 0.521 0.393
H -4.390 2.079 3.151
H -3.343 2.094 1.807
H -4.844 -0.352 0.061
H -4.432 1.241 -0.309
C -5.373 -3.218 0.771
O -4.658 -2.455 0.168
N -6.070 -2.918 1.957
N -5.420 -4.576 0.434
H -5.949 -1.960 2.336
H -6.521 -3.657 2.433
H -5.078 -4.872 -0.480
H -6.092 -5.226 0.921
C -3.965 3.609 -2.295
O -2.893 3.150 -2.545
N -4.162 4.706 -1.479
N -5.167 3.215 -2.872
H -5.116 4.874 -1.208
H -3.466 4.723 -0.722
H -5.050 2.572 -3.638
H -5.910 3.898 -2.832
C -0.067 -0.621 8.228
O 0.657 0.257 8.683
N 0.270 -1.918 8.280
N -1.331 -0.412 7.751
H 1.212 -2.100 8.619
H -0.208 -2.535 7.640
H -1.401 0.577 7.499
H -1.662 -1.002 6.991
*
```

Values from the calculation:
HOMO energy, eV: -8.80
Gap between HOMO and LUMO, eV: 9.243
Total energy, hartree: -4726.42012
LUMO level, Ha: 0.0162

---

No. 2
This record from the Open Molecules 2025 dataset describes a structure of composition C40H25Br2F5IPSTa. The level of theory is wB97M-V/def2-TZVPD.

ORCA input file:
```
! wB97M-V def2-TZVPD RIJCOSX def2/J DEFGRID3
* xyz 3 1
Ta 0.105 -1.172 -0.164
Br 0.851 -1.255 2.515
C 2.702 -0.936 2.165
C 3.554 -0.650 3.194
C 4.916 -0.457 2.896
C 5.367 -0.588 1.611
C 4.477 -0.908 0.556
C 4.935 -1.108 -0.762
C 4.075 -1.479 -1.772
C 2.711 -1.604 -1.507
C 2.169 -1.341 -0.236
C 3.092 -1.067 0.826
H 3.205 -0.581 4.216
H 5.602 -0.224 3.698
H 6.419 -0.461 1.388
H 5.992 -0.994 -0.967
H 4.455 -1.687 -2.762
H 2.069 -1.919 -2.321
F 1.619 1.803 -6.164
C 1.085 0.983 -5.295
C 1.211 1.248 -3.931
F 1.856 2.308 -3.489
C 0.638 0.340 -3.070
F 0.713 0.556 -1.695
C -0.050 -0.790 -3.449
S -0.836 -1.813 -2.235
C -0.161 -1.038 -4.814
F -0.812 -2.102 -5.240
C 0.405 -0.154 -5.734
F 0.300 -0.389 -7.019
Br 0.258 -3.906 0.308
C -1.477 -4.691 0.112
C -1.519 -6.031 -0.233
C -2.763 -6.636 -0.356
C -3.924 -5.909 -0.150
C -3.868 -4.564 0.190
C -2.628 -3.955 0.325
I -2.593 -1.948 0.909
H -0.612 -6.595 -0.401
H -2.818 -7.683 -0.621
H -4.888 -6.388 -0.256
H -4.783 -4.008 0.346
C -2.893 3.830 -2.376
C -2.657 2.497 -2.681
C -1.999 1.687 -1.767
C -1.583 2.202 -0.544
C -1.836 3.542 -0.237
C -2.487 4.349 -1.153
P -0.741 1.229 0.725
C -1.983 1.042 2.047
C -1.663 0.890 3.401
C -2.665 0.731 4.343
C -3.999 0.723 3.954
C -4.332 0.895 2.619
C -3.335 1.060 1.669
C 0.660 2.162 1.388
C 0.418 3.050 2.443
C 1.437 3.854 2.928
C 2.706 3.779 2.373
C 2.954 2.903 1.324
C 1.939 2.101 0.830
H -3.400 4.466 -3.089
H -2.992 2.087 -3.623
H -1.863 0.637 -2.003
H -1.526 3.964 0.710
H -2.681 5.385 -0.912
H -0.637 0.940 3.733
H -2.407 0.634 5.388
H -4.777 0.611 4.696
H -5.370 0.924 2.317
H -3.613 1.233 0.637
H -0.565 3.131 2.887
H 1.236 4.543 3.736
H 3.499 4.410 2.750
H 3.938 2.856 0.878
H 2.165 1.449 -0.003
*
```

Values from the calculation:
HOMO energy, eV: -16.71
Gap between HOMO and LUMO, eV: 5.754
Total energy, hartree: -8279.90446
LUMO level, Ha: -0.4028
Energy relative to the best compared isomer or geometry (same formula, charge and spin), kJ/mol: 0.00

---

No. 3
This record from the Open Molecules 2025 dataset describes a structure of composition C40H26BrF4MnN2O5PS. The level of theory is wB97M-V/def2-TZVPD.

ORCA input file:
```
! wB97M-V def2-TZVPD RIJCOSX def2/J DEFGRID3
* xyz -2 6
Mn -1.835 0.359 0.624
C 0.927 1.364 4.857
O 1.480 0.417 3.917
C 0.817 -0.812 3.935
C 1.282 -1.852 4.753
C 0.629 -3.081 4.744
C -0.486 -3.259 3.969
C -0.933 -2.258 3.081
C -2.164 -2.480 2.233
N -2.649 -1.664 1.425
N -3.663 -2.132 0.534
C -4.259 -1.140 -0.050
O -4.023 0.091 0.187
C -5.259 -1.512 -1.090
C -6.279 -0.581 -1.418
C -7.242 -0.861 -2.360
C -7.274 -2.090 -3.050
C -6.234 -2.985 -2.777
C -5.269 -2.691 -1.826
C -0.268 -0.986 2.993
O -0.616 0.000 2.235
H -0.128 1.458 4.615
H 1.405 2.333 4.747
H 1.095 0.951 5.844
H 2.162 -1.700 5.317
H 1.024 -3.879 5.346
H -1.066 -4.186 4.046
H -2.590 -3.453 2.364
H -6.149 0.436 -1.080
H -8.071 -0.154 -2.557
H -8.049 -2.298 -3.743
H -6.144 -3.900 -3.359
H -4.470 -3.418 -1.726
O -2.242 4.492 -0.049
C -1.739 3.374 -0.237
O -1.504 2.472 0.639
C -1.340 3.108 -1.671
C -1.235 4.312 -2.448
C -0.935 4.275 -3.796
C -0.805 3.047 -4.483
C -0.970 1.903 -3.761
C -1.211 1.863 -2.347
S -1.103 0.197 -1.742
H -1.322 5.223 -1.908
H -0.738 5.183 -4.394
H -0.560 3.047 -5.542
H -0.943 0.943 -4.293
F 6.089 2.563 3.430
C 5.079 2.061 2.686
C 5.353 0.990 1.817
F 6.637 0.570 1.725
C 4.313 0.512 1.000
F 4.649 -0.537 0.234
C 3.036 1.080 1.030
P 1.640 0.514 -0.089
C 1.851 -1.327 0.015
C 1.334 -2.089 -1.048
C 1.059 -3.419 -0.905
C 1.386 -4.073 0.251
C 2.001 -3.367 1.292
C 2.216 -2.002 1.171
C 2.548 0.900 -1.694
C 2.103 2.051 -2.340
C 2.670 2.548 -3.543
C 3.693 1.817 -4.091
C 4.083 0.596 -3.508
C 3.520 0.139 -2.312
C 2.856 2.185 1.854
Br 1.232 3.185 1.900
C 3.849 2.643 2.718
F 3.583 3.613 3.622
H 0.993 -1.537 -1.926
H 0.633 -3.973 -1.713
H 1.232 -5.130 0.328
H 2.303 -3.876 2.212
H 2.722 -1.472 1.997
H 1.303 2.652 -1.925
H 2.195 3.435 -3.977
H 4.222 2.109 -5.029
H 4.790 -0.033 -4.032
H 3.776 -0.807 -1.848
*
```

Values from the calculation:
<S²>: 8.754
HOMO energy (alpha / beta), eV: -1.88 / -2.00
Gap between HOMO and LUMO (alpha / beta), eV: 6.062 / 6.185
Total energy, hartree: -6889.74111
LUMO level (alpha / beta), Ha: 0.1537 / 0.1537
Energy relative to the best compared isomer or geometry (same formula, charge and spin), kJ/mol: 0.00